(1)
Formula: C20H47NOP3Sm
Source: the Open Molecules 2025 dataset
Level of theory: wB97M-V/def2-TZVPD

Properties
Net charge: +2
Electronic energy in eV: -70795.7695
2S+1: 6
HOMO level (spin up / spin down) in hartree: -0.5208 / -0.5252
M in u: 560.884

Each line ends with the Mulliken charge.
Atoms and positions in Å:
1 Sm 0.011 0.271 0.405  -0.220
2 P -0.368 2.098 -1.707  0.561
3 P -0.030 -2.433 1.192  0.609
4 N -1.853 -0.410 -0.448  0.410
5 C -1.965 1.391 -2.283  -0.953
6 H -2.616 2.251 -2.476  0.434
7 H -1.723 0.924 -3.249  0.550
8 C -2.698 0.355 -1.377  -0.891
9 H -3.510 0.859 -0.816  0.272
10 H -3.220 -0.336 -2.060  0.448
11 C -2.546 -1.659 -0.095  -0.861
12 H -3.087 -2.046 -0.975  0.450
13 H -3.340 -1.449 0.651  0.264
14 C -1.648 -2.829 0.411  -1.017
15 H -1.389 -3.482 -0.435  0.540
16 H -2.192 -3.429 1.149  0.445
17 C -0.364 -2.361 3.016  0.711
18 C 0.664 -1.459 3.718  -1.077
19 H 0.305 -1.212 4.728  0.455
20 H 0.846 -0.500 3.204  -0.020
21 H 1.629 -1.976 3.809  0.342
22 C 1.372 -3.553 0.765  0.607
23 C 2.671 -3.106 1.455  -1.336
24 H 3.522 -3.650 1.021  0.465
25 H 2.653 -3.317 2.532  0.248
26 H 2.870 -2.035 1.311  0.224
27 C 0.942 2.315 -2.986  0.639
28 C 2.231 2.886 -2.373  -1.339
29 H 3.050 2.805 -3.102  0.471
30 H 2.547 2.332 -1.478  0.216
31 H 2.123 3.946 -2.108  0.248
32 C -0.808 3.679 -0.840  0.685
33 C 0.260 4.038 0.205  -1.066
34 H -0.132 4.817 0.874  0.464
35 H 1.163 4.423 -0.288  0.345
36 H 0.562 3.192 0.847  -0.032
37 C 2.571 0.964 1.217  0.224
38 C 1.093 -5.042 0.966  -1.412
39 H 0.987 -5.300 2.024  0.245
40 H 0.195 -5.372 0.429  0.347
41 H 1.941 -5.618 0.570  0.468
42 C 0.504 3.084 -4.231  -1.435
43 H 1.316 3.050 -4.971  0.470
44 H -0.384 2.644 -4.699  0.347
45 H 0.304 4.138 -4.012  0.243
46 C -1.092 4.861 -1.762  -1.694
47 H -1.478 5.692 -1.156  0.470
48 H -0.185 5.230 -2.255  0.329
49 H -1.846 4.641 -2.527  0.352
50 C -0.467 -3.713 3.713  -1.725
51 H 0.502 -4.221 3.782  0.345
52 H -0.806 -3.551 4.745  0.468
53 H -1.187 -4.390 3.240  0.346
54 H -1.363 -1.891 3.064  -0.007
55 H -1.755 3.424 -0.331  -0.005
56 H 1.487 -3.377 -0.322  0.393
57 H 1.146 1.271 -3.290  0.388
58 O 3.699 1.144 1.378  -0.131
59 H 0.158 -1.027 -1.715  0.003
60 H 0.921 -0.914 -1.572  0.153
61 C -0.781 2.360 3.824  -1.225
62 P -1.772 1.483 2.525  0.995
63 C -2.879 0.415 3.543  -1.309
64 C -3.026 2.760 2.074  -1.294
65 H -0.087 1.658 4.308  0.328
66 H -1.428 2.808 4.595  0.396
67 H -0.175 3.154 3.365  0.329
68 H -2.280 -0.165 4.259  0.335
69 H -3.627 1.005 4.095  0.509
70 H -3.413 -0.283 2.882  0.308
71 H -3.740 2.942 2.892  0.516
72 H -2.520 3.703 1.822  0.324
73 H -3.591 2.417 1.195  0.317

Cartesian forces, eV/Å:
Sm -0.85 0.24 0.41
P 0.24 -0.13 1.02
P 0.19 0.90 0.32
N -0.09 -0.26 -0.42
C 0.17 0.22 -0.58
H -0.10 -0.30 -0.21
H -0.23 0.09 0.13
C -0.13 0.34 0.04
H 0.33 -0.06 -0.19
H 0.15 0.17 0.14
C -0.09 -0.12 0.33
H 0.16 0.08 0.21
H 0.33 -0.11 -0.16
C 0.23 -0.59 -0.06
H -0.22 0.06 0.16
H -0.11 -0.08 -0.35
C 0.03 -0.04 -0.30
C -0.11 -0.08 0.25
H 0.20 -0.09 -0.19
H -0.07 -0.15 0.02
H -0.27 0.26 0.06
C -0.32 -0.34 -0.36
C 0.01 -0.02 -0.02
H -0.28 0.09 0.13
H 0.02 0.02 -0.30
H -0.05 -0.15 0.08
C -0.32 -0.21 -0.47
C 0.01 -0.02 -0.02
H -0.28 0.05 0.15
H -0.07 0.13 -0.10
H 0.04 -0.27 -0.11
C 0.05 -0.26 -0.19
C -0.14 0.25 0.03
H 0.21 -0.12 -0.17
H -0.25 -0.08 0.28
H -0.09 0.08 -0.13
C 5.05 0.81 0.73
C 0.18 -0.32 -0.05
H 0.01 0.04 -0.27
H 0.15 0.07 0.14
H -0.24 0.09 0.10
C 0.16 0.11 -0.33
H -0.24 0.03 0.14
H 0.15 0.11 0.12
H 0.03 -0.26 -0.07
C -0.15 0.49 0.06
H 0.04 -0.13 -0.17
H -0.17 -0.15 0.11
H 0.18 -0.02 0.13
C -0.10 -0.17 0.47
H -0.18 0.15 -0.08
H 0.04 -0.09 -0.19
H 0.16 0.14 0.01
H 0.29 -0.02 -0.09
H 0.29 -0.04 -0.07
H -0.02 -0.04 0.29
H -0.06 0.28 0.10
O -4.41 -0.66 -0.56
H 0.88 0.16 0.24
H -0.62 -0.25 -0.39
C -0.07 -0.03 -0.05
P -0.42 0.71 1.19
C 0.22 -0.48 -0.13
C 0.19 0.12 -0.50
H -0.24 0.13 -0.09
H 0.21 -0.17 -0.28
H -0.22 -0.15 0.09
H -0.22 0.10 -0.17
H 0.40 -0.08 -0.19
H 0.10 0.15 0.23
H 0.40 -0.11 -0.18
H -0.20 -0.21 0.04
H 0.10 0.14 0.22



(2)
Formula: CH6NO2
Source: the Open Molecules 2025 dataset
Level of theory: wB97M-V/def2-TZVPD

Properties
Net charge: -1
Electronic energy in eV: -6718.9219
Relative energy (zero: lowest compared OMol25 entry of this formula, charge and spin) in kJ/mol: 87.69
2S+1: 1
HOMO level in hartree: -0.0952
M in u: 64.064

Each line ends with the Mulliken charge.
Atoms and positions in Å:
1 O -2.256 0.114 -1.101  -0.775
2 H -1.805 0.959 -1.187  0.266
3 N -0.240 -0.704 0.417  -0.706
4 C 0.695 0.303 0.493  -0.204
5 O 2.052 0.001 0.001  -0.668
6 H -1.523 -0.507 -0.782  0.421
7 H -0.145 -1.334 1.202  0.033
8 H 0.381 1.200 -0.091  0.146
9 H 0.878 0.846 1.451  0.200
10 H 1.965 -0.879 -0.403  0.288

Cartesian forces, eV/Å:
O -0.23 -0.32 -0.75
H 0.06 -0.17 0.15
N 0.21 -0.46 -0.19
C -0.35 1.64 -0.08
O 0.54 -0.42 -0.10
H -0.11 0.78 0.69
H 0.07 -0.11 0.21
H -0.09 -0.47 -0.53
H 0.18 -0.84 0.42
H -0.29 0.36 0.19



(3)
Formula: C4H11NO2S
Source: the Open Molecules 2025 dataset
Level of theory: wB97M-V/def2-TZVPD

Properties
Electronic energy in eV: -20745.7034
Relative energy (zero: lowest compared OMol25 entry of this formula, charge and spin) in kJ/mol: 154.38
2S+1: 1
HOMO level in hartree: -0.3289
Structure (SMILES): CNC(=O)CCS.O
M in u: 137.204

Each line ends with the Mulliken charge.
Atoms and positions in Å:
1 C -0.023 0.765 -0.253  -0.590
2 C 1.207 0.026 -0.126  -0.584
3 S 2.496 0.951 0.958  -0.252
4 C -1.198 -0.236 -0.296  0.487
5 N -2.470 0.269 -0.653  -0.216
6 C -2.807 1.704 -0.518  -0.759
7 O -1.126 -1.368 0.013  -0.611
8 H -0.168 1.441 0.551  0.438
9 H 0.023 1.412 -1.175  0.314
10 H 1.151 -1.042 0.344  0.140
11 H 1.760 -0.186 -1.039  0.343
12 H 3.261 1.526 0.033  0.121
13 H -3.216 -0.478 -0.945  0.294
14 H -3.700 1.975 -1.230  0.261
15 H -3.059 1.802 0.545  0.299
16 H -1.961 2.417 -0.699  0.249
17 H 0.360 -2.735 -0.677  0.344
18 H 0.644 -2.730 0.837  0.369
19 O 1.026 -2.888 -0.032  -0.647

Cartesian forces, eV/Å:
C -1.77 0.31 -2.06
C 3.98 -2.16 1.99
S -0.88 -0.70 -0.20
C -2.80 3.84 -0.97
N 0.22 -0.92 -1.25
C -1.14 -0.17 -0.71
O 0.66 -3.28 0.54
H -0.24 0.58 0.95
H -0.42 -0.63 0.79
H -0.12 2.63 -0.74
H -0.31 0.17 -0.23
H -0.07 0.03 -0.34
H 2.05 2.20 1.16
H 1.74 -0.45 1.56
H -0.49 0.66 -0.34
H -0.65 -0.97 -0.23
H -1.09 0.26 -0.33
H -0.42 -0.18 -0.33
O 1.77 -1.23 0.73



(4)
Formula: CH6NO2P
Source: the Open Molecules 2025 dataset
Level of theory: wB97M-V/def2-TZVPD

Properties
Electronic energy in eV: -16003.5498
Relative energy (zero: lowest compared OMol25 entry of this formula, charge and spin) in kJ/mol: 142.16
2S+1: 3
HOMO level (spin up / spin down) in hartree: -0.2520 / -0.3731
M in u: 95.038

Each line ends with the Mulliken charge.
Atoms and positions in Å:
1 C 1.464 -0.626 -0.535  -0.197
2 N 1.370 -1.651 0.110  -0.448
3 O -2.428 1.208 -0.649  -0.352
4 O -1.404 -0.430 0.985  -0.351
5 P -1.744 -0.075 -0.554  0.333
6 H 0.858 0.184 -0.111  0.224
7 H 1.948 -0.368 -1.583  0.226
8 H -1.068 -1.349 1.049  0.361
9 H -0.204 3.009 1.034  0.219
10 H 1.739 -2.564 -0.193  0.207
11 H -0.532 2.663 0.446  -0.221

Cartesian forces, eV/Å:
C 0.12 3.57 -3.27
N -0.44 -4.09 1.96
O -1.62 2.90 -0.55
O 0.32 -0.97 0.44
P 1.09 -2.43 -0.06
H 0.66 0.48 -0.26
H -0.58 -0.92 1.95
H 0.10 0.52 0.12
H -0.18 -0.23 -0.37
H 0.34 0.91 -0.34
H 0.19 0.25 0.38



Number 1 is which compound?
C20H47NOP3Sm



What did the fourth record say?
Formula: CH6NO2P
Source: the Open Molecules 2025 dataset
Level of theory: wB97M-V/def2-TZVPD

Properties
Electronic energy in eV: -16003.5498
Relative energy (zero: lowest compared OMol25 entry of this formula, charge and spin) in kJ/mol: 142.16
2S+1: 3
HOMO level (spin up / spin down) in hartree: -0.2520 / -0.3731
M in u: 95.038

Each line ends with the Mulliken charge.
Atoms and positions in Å:
1 C 1.464 -0.626 -0.535  -0.197
2 N 1.370 -1.651 0.110  -0.448
3 O -2.428 1.208 -0.649  -0.352
4 O -1.404 -0.430 0.985  -0.351
5 P -1.744 -0.075 -0.554  0.333
6 H 0.858 0.184 -0.111  0.224
7 H 1.948 -0.368 -1.583  0.226
8 H -1.068 -1.349 1.049  0.361
9 H -0.204 3.009 1.034  0.219
10 H 1.739 -2.564 -0.193  0.207
11 H -0.532 2.663 0.446  -0.221

Cartesian forces, eV/Å:
C 0.12 3.57 -3.27
N -0.44 -4.09 1.96
O -1.62 2.90 -0.55
O 0.32 -0.97 0.44
P 1.09 -2.43 -0.06
H 0.66 0.48 -0.26
H -0.58 -0.92 1.95
H 0.10 0.52 0.12
H -0.18 -0.23 -0.37
H 0.34 0.91 -0.34
H 0.19 0.25 0.38



What is the 2S+1 in the fourth record?
3